# 1
ORCA calculation (ωB97M-V/def2-TZVPD) on a cluster of 11 separate species, C19H60N4O11 in total at a distorted geometry.

- energy above the lowest of the compared OMol25 structures with the same formula, charge and spin (eV) = 6.158
- highest occupied orbital energy (eV) = -8.781
- frontier orbital gap (eV) = 9.0

Structure (ORCA input):
```
! RIJCOSX wB97M-V def2-TZVPD def2/J DEFGRID3
* xyz 0 1
C -3.06570 -0.84273 -1.81612
O -3.27489 -1.76691 -2.83028
H -3.06682 0.19413 -2.00257
H -2.18018 -1.12229 -1.29948
H -3.89555 -1.01485 -1.10016
H -3.85813 -1.22450 -3.40208
C 0.97144 3.69906 1.44202
O 0.54952 3.56164 2.78876
H 1.32227 2.77658 0.96641
H 1.78077 4.43782 1.66994
H 0.22380 4.19399 0.83368
H 0.29826 2.67902 3.00871
C -3.38281 -1.87654 1.84927
O -2.75841 -0.63556 1.62459
H -3.52533 -1.95861 2.91041
H -2.65031 -2.63386 1.52297
H -4.19213 -2.02016 1.26312
H -1.97091 -0.60035 2.17571
C 4.46675 1.65924 -1.03047
O 3.09346 1.35082 -1.11023
H 4.83388 2.54769 -0.40580
H 4.86560 1.96924 -1.93195
H 5.11562 0.88269 -0.67818
H 3.00512 0.79456 -1.91751
C -0.04084 0.24183 0.38589
O 0.57743 -0.07846 1.59945
H 0.70383 0.35391 -0.43151
H -0.43812 1.24881 0.47579
H -0.73602 -0.50387 0.07049
H 1.43635 0.37327 1.66728
C -0.76515 -0.33184 4.38440
O -0.23108 0.92478 4.23295
N -0.57427 -1.36011 3.58949
N -1.49392 -0.62418 5.43527
H -0.10503 -1.00038 2.72771
H -1.08048 -2.27736 3.66608
H -1.45210 0.12048 6.20140
H -2.09997 -1.50977 5.49807
C 3.30567 1.60117 2.30430
O 3.75485 2.80144 1.75746
N 3.28491 0.55837 1.60768
N 2.91467 1.32291 3.54122
H 3.31856 0.69269 0.60354
H 3.47435 -0.40337 2.05640
H 2.66735 2.01877 4.29262
H 2.86024 0.39989 3.98666
C -2.41854 2.76382 2.02327
C -2.98523 2.79759 0.60874
C -2.12493 3.72337 -0.16403
O -3.13087 1.68463 0.14982
H -2.00228 3.73196 2.26862
H -1.59949 2.03600 2.24767
H -3.15798 2.51594 2.65073
H -3.94724 3.31399 0.74140
H -2.56460 3.71557 -1.10466
H -1.19180 3.26618 -0.27304
H -2.02211 4.73445 0.16613
H -3.29638 1.10208 0.87981
C 0.76049 2.83875 -2.36767
C 0.48578 1.82518 -3.34654
C -0.94668 1.35310 -3.20160
O 0.85588 1.99177 -4.50521
H 0.13769 3.86150 -2.54953
H 1.81418 3.08979 -2.54147
H 0.54607 2.38138 -1.40214
H 1.12525 0.99959 -3.09348
H -1.17658 0.35898 -3.55919
H -1.70474 1.95736 -3.59034
H -1.18737 1.34255 -2.15245
H 1.36030 1.27210 -4.82367
C -0.12072 -3.89741 0.50535
C 1.45372 -4.08631 0.31853
C 2.15995 -2.74893 0.63829
O 2.05925 -5.03483 0.91057
H -0.45229 -4.10608 1.52106
H -0.75396 -4.45325 -0.18005
H -0.36593 -2.83249 0.27400
H 1.66150 -4.36967 -0.74091
H 2.04605 -1.88684 -0.03017
H 3.27347 -2.83024 0.67272
H 1.87404 -2.37897 1.65935
H 1.85701 -5.84136 0.50798
C -0.27138 -4.03598 -3.44853
C 0.03849 -2.63168 -3.84248
C 0.43958 -1.84174 -2.61162
O 1.00631 -2.51996 -4.57428
H 0.13347 -4.41522 -2.51807
H -0.01723 -4.72630 -4.34936
H -1.33172 -4.00520 -3.36131
H -0.78327 -2.09662 -4.28355
H 1.24727 -2.34691 -2.07231
H -0.37474 -1.66958 -1.91846
H 0.88442 -0.85813 -2.83403
H 0.72137 -2.66305 -5.48731
*
```


# 2
ORCA calculation (ωB97M-V/def2-TZVPD) on a cluster of 11 separate species, C19H60O11 in total at a distorted geometry.

- energy above the lowest of the compared OMol25 structures with the same formula, charge and spin (eV) = 4.616
- highest occupied orbital energy (eV) = -9.820
- frontier orbital gap (eV) = 10.3

Structure (ORCA input):
```
! RIJCOSX wB97M-V def2-TZVPD def2/J DEFGRID3
* xyz 0 1
C 15.87718 8.57555 14.76522
C 14.45582 8.13640 14.49423
C 14.37711 6.59660 14.55699
O 13.59244 8.70426 15.45118
H 16.12460 8.13933 15.77976
H 16.02660 9.64907 14.73807
H 16.51391 8.06456 14.02076
H 14.12976 8.37806 13.47239
H 15.24673 6.05426 14.07263
H 13.49078 6.19178 14.12444
H 14.29452 6.22604 15.58930
H 12.72750 8.77182 15.07510
C 9.11143 15.35239 11.36763
C 10.49630 14.82678 10.98620
C 11.19376 14.24939 12.22917
O 10.34148 13.86618 9.90817
H 9.31686 15.80650 12.32323
H 8.36509 14.61236 11.39822
H 8.90984 16.21101 10.76387
H 11.10086 15.66871 10.58006
H 10.70142 14.83574 13.08806
H 12.26816 14.40041 12.45279
H 11.03269 13.22171 12.26391
H 11.26004 13.86384 9.57212
C 9.21684 10.65050 10.27991
C 10.09027 9.58525 9.65522
C 9.89102 9.42497 8.16249
O 11.50300 9.98342 9.80139
H 9.81894 11.28558 10.98441
H 8.33980 10.24570 10.70297
H 8.86705 11.30596 9.47904
H 9.95936 8.55385 10.23472
H 8.79827 9.07899 7.90207
H 10.56337 8.66816 7.80919
H 10.05453 10.36112 7.53993
H 11.68647 10.62059 9.07097
C 14.31701 12.68851 17.22978
C 14.74563 12.37671 15.77709
C 13.72343 13.02129 14.89617
O 16.07130 12.90560 15.45744
H 14.09835 13.74205 17.36188
H 15.12250 12.49964 17.91832
H 13.33407 12.16638 17.51794
H 14.76052 11.30324 15.65525
H 12.68924 12.74951 15.23525
H 13.93968 12.75898 13.81922
H 13.86829 14.09186 15.01179
H 16.73660 12.21019 15.65860
C 14.16015 14.54435 9.36442
O 13.16370 13.61260 9.70601
H 15.02602 14.23817 8.68818
H 13.70867 15.40670 8.85607
H 14.66121 15.03300 10.26408
H 13.52681 12.71409 9.66835
C 13.12682 11.94106 6.78356
O 11.95063 12.76193 6.65060
H 13.47922 11.65572 5.78149
H 13.93962 12.60730 7.22533
H 13.02063 11.14965 7.49157
H 11.31840 12.46094 6.00649
C 7.33011 14.23721 9.06180
O 8.28471 13.85699 8.10835
H 6.34743 13.93592 8.62943
H 7.33498 13.64457 9.99152
H 7.38504 15.29527 9.42742
H 9.14287 13.75026 8.55183
C 14.68322 7.74110 8.89770
O 13.83120 7.92558 9.98928
H 14.44395 6.85458 8.31691
H 14.71737 8.61790 8.25281
H 15.68667 7.54443 9.25264
H 13.02580 8.31976 9.63825
C 11.19650 5.80447 11.18247
O 11.59982 7.06423 11.79586
H 11.84101 5.53089 10.27673
H 11.30890 5.06948 11.96218
H 10.15383 5.88063 10.90614
H 12.40394 7.43102 11.43096
C 15.15722 11.34932 11.67622
O 14.99717 11.17507 10.28368
H 16.06048 10.81296 12.03154
H 15.28433 12.43339 11.82811
H 14.27053 11.05270 12.22321
H 14.61054 10.33759 10.03680
C 7.86395 11.63375 5.81937
O 8.90869 12.62820 5.73203
H 7.73351 11.10481 4.92521
H 8.17057 10.92220 6.58670
H 6.97350 12.15575 6.06968
H 8.77288 13.31293 6.41649
*
```


> Among the records above, which one has the highest frontier orbital gap?

C19H60O11


> Which of these has the lowest energy above the lowest of the compared OMol25 structures with the same formula, charge and spin?

C19H60O11